A) Formula: CH7N6
Source: the OMol25 dataset
Level of theory: ωB97M-V/def2-TZVPD

Cartesian coordinates (Å):
C  -0.50  -1.10  -0.07
N  -0.76  1.12  0.16
N  -2.05  0.64  -0.12
N  0.13  0.07  0.00
N  -1.92  -0.73  0.14
N  1.46  0.64  -0.24
N  2.57  -0.08  -0.04
H  -0.11  -2.05  -0.54
H  -0.73  1.68  1.13
H  -2.32  0.91  -1.09
H  1.40  1.52  0.33
H  -2.67  -1.42  0.18
H  2.92  -0.34  0.88
H  2.59  -0.86  -0.72

Summary:
SMILES: NNN1C=[NH+]NN1
HOMO level in eV: -13.25
Net charge: +1
E_LUMO in eV: -4.4

How is the electron density shared among the atoms? According to Mulliken, the charges in e are:
1. C -0.02
2. N -0.43
3. N -0.28
4. N 0.61
5. N -0.15
6. N -0.32
7. N -0.45
8. H 0.33
9. H 0.33
10. H 0.29
11. H 0.31
12. H 0.27
13. H 0.25
14. H 0.27



B) Formula: CH7N6
Source: the OMol25 dataset
Level of theory: ωB97M-V/def2-TZVPD

Cartesian coordinates (Å):
C  -0.38  0.11  0.50
N  2.78  0.24  -0.03
N  2.01  -0.51  0.66
N  1.72  1.00  -0.45
N  0.92  0.27  0.42
N  -0.92  -0.69  1.45
N  -0.97  -0.27  -1.28
H  -1.23  0.99  0.43
H  1.86  2.05  -0.52
H  -1.85  -0.51  1.73
H  -0.62  -1.68  1.60
H  -2.01  -0.36  -1.22
H  -0.63  -1.20  -1.61
H  -0.67  0.57  -1.70

Summary:
HOMO level in eV: -15.03
Net charge: +1
E_LUMO in eV: -3.7

How is the electron density shared among the atoms? According to Mulliken, the charges in e are:
1. C 0.14
2. N -0.27
3. N -0.38
4. N -0.32
5. N 0.64
6. N -0.36
7. N -0.62
8. H 0.37
9. H 0.31
10. H 0.23
11. H 0.27
12. H 0.34
13. H 0.32
14. H 0.34



The calculated energies rank the structures as follows, beginning with the most stable: B), A).



A) Formula: C6H11BNO2
Source: the OMol25 dataset
Level of theory: ωB97M-V/def2-TZVPD

Cartesian coordinates (Å):
B  -1.82  -0.12  0.27
C  1.67  -1.36  0.71
C  2.51  -0.04  0.69
C  0.47  -1.32  0.13
C  1.87  1.14  0.43
C  -0.26  -0.07  -0.13
C  -0.40  0.06  -1.90
N  0.48  1.08  0.53
O  -2.65  -1.13  0.03
O  -2.02  1.09  0.93
H  2.24  -2.19  1.09
H  3.59  -0.17  0.81
H  -0.37  -1.98  -0.10
H  2.38  2.10  0.25
H  0.68  -0.12  -2.28
H  -0.83  1.03  -2.21
H  -0.99  -0.81  -2.32
H  0.09  0.97  1.55
H  -0.04  1.85  0.06
H  -3.64  -1.29  0.25
H  -2.96  1.25  1.22

Summary:
SMILES: C[C@@]1(B(O)O)C=CC=C[NH2+]1
HOMO level in eV: -12.93
Net charge: +1
E_LUMO in eV: -3.5

How is the electron density shared among the atoms? According to Mulliken, the charges in e are:
1. B 0.68
2. C -0.71
3. C -0.19
4. C -0.69
5. C -0.50
6. C 0.37
7. C -1.11
8. N 0.06
9. O -0.60
10. O -0.63
11. H 0.47
12. H 0.40
13. H 0.47
14. H 0.37
15. H 0.34
16. H 0.39
17. H 0.35
18. H 0.45
19. H 0.40
20. H 0.35
21. H 0.32



B) Formula: C6H11BNO2
Source: the OMol25 dataset
Level of theory: ωB97M-V/def2-TZVPD

Cartesian coordinates (Å):
B  -2.06  0.87  0.10
C  -2.79  -1.73  0.11
C  -1.35  -1.97  -0.17
C  -3.39  -0.53  0.22
C  -0.13  -1.34  -0.25
C  -0.05  1.04  0.17
C  0.84  2.22  0.21
N  0.50  -0.16  -0.09
O  -2.46  2.04  -0.26
O  3.27  -0.66  0.03
H  -3.42  -2.66  0.01
H  -1.33  -3.08  -0.28
H  -4.29  -0.17  0.54
H  0.60  -2.09  -0.33
H  0.47  3.13  0.64
H  1.01  2.53  -0.78
H  1.86  1.86  0.72
H  4.18  -0.29  0.37
H  1.53  -0.14  -0.20
H  -3.41  2.26  -0.55
H  3.55  -1.30  -0.59

Summary:
HOMO level (spin up / spin down) in eV: -12.57 / -12.57
Net charge: +1
E_LUMO (spin up / spin down) in eV: -4.6 / -4.6

How is the electron density shared among the atoms? According to Mulliken, the charges in e are:
1. B 0.38
2. C -0.28
3. C -0.20
4. C -0.61
5. C -0.04
6. C 0.47
7. C -1.18
8. N 0.03
9. O -0.40
10. O -0.68
11. H 0.26
12. H 0.23
13. H 0.48
14. H 0.32
15. H 0.39
16. H 0.34
17. H 0.29
18. H 0.32
19. H 0.20
20. H 0.38
21. H 0.30



The calculated energies rank the structures as follows, beginning with the most stable: A), B).



A) Formula: C2H4OS
Source: the OMol25 dataset
Level of theory: ωB97M-V/def2-TZVPD

Cartesian coordinates (Å):
C  0.22  0.55  -0.97
C  -0.07  0.59  0.46
O  0.88  -0.23  -1.59
S  0.11  -1.79  1.36
H  -0.27  1.42  -1.48
H  0.76  0.85  1.10
H  -1.05  0.88  0.79
H  -0.59  -2.27  0.34

Summary:
HOMO level in eV: -9.31
E_LUMO in eV: -1.4

How is the electron density shared among the atoms? According to Mulliken, the charges in e are:
1. C 0.26
2. C -0.76
3. O -0.40
4. S -0.20
5. H 0.27
6. H 0.34
7. H 0.36
8. H 0.13



B) Formula: C2H4OS
Source: the OMol25 dataset
Level of theory: ωB97M-V/def2-TZVPD

Cartesian coordinates (Å):
C  0.76  -0.62  0.48
C  0.02  0.52  -0.17
O  1.93  -0.55  0.31
S  -1.75  0.75  0.06
H  0.24  -1.48  0.91
H  0.83  1.51  -0.02
H  0.20  0.26  -1.16
H  -2.23  -0.38  -0.40

Summary:
SMILES: O=CCS
HOMO level in eV: -9.43
E_LUMO in eV: 0.8

How is the electron density shared among the atoms? According to Mulliken, the charges in e are:
1. C 0.05
2. C -0.49
3. O -0.44
4. S -0.20
5. H 0.36
6. H 0.31
7. H 0.30
8. H 0.11



C) Formula: C2H4OS
Source: the OMol25 dataset
Level of theory: ωB97M-V/def2-TZVPD

Cartesian coordinates (Å):
C  -0.89  0.46  0.82
C  -0.20  -0.07  -0.13
O  2.05  -0.07  -1.99
S  1.33  1.14  -1.11
H  -1.69  -0.15  1.16
H  -0.63  1.45  1.20
H  -0.08  -1.01  -0.74
H  1.56  -0.36  -2.71

Summary:
SMILES: C=CSO
HOMO level in eV: -8.74
E_LUMO in eV: 0.6

How is the electron density shared among the atoms? According to Mulliken, the charges in e are:
1. C -0.42
2. C -0.18
3. O -0.47
4. S 0.02
5. H 0.26
6. H 0.21
7. H 0.26
8. H 0.33



The calculated energies rank the structures as follows, beginning with the most stable: B), A), C).